Entry 1:
Here is a molecular structure, C48H52BInN2O9P2S2 from the OMol25 dataset. Energies are from ωB97M-V/def2-TZVPD.

Structure (XYZ):
```
117
Properties=species:S:1:pos:R:3:forces:R:3
In -1.632771 0.187371 -0.706688 -0.1 0.0 -0.2
C 1.406152 -0.550248 3.831919 0.0 -0.1 0.0
C 1.189735 -2.042491 3.571107 0.0 0.0 -0.1
P -0.154792 -2.350849 2.329069 -0.2 -0.2 0.2
C -1.658380 -2.201991 3.369306 0.0 0.1 0.0
C -1.655418 -1.973148 4.740698 0.0 0.0 0.1
C -2.847545 -1.799981 5.433616 0.0 0.0 0.0
C -4.058408 -1.855640 4.762523 0.0 0.0 0.0
C -4.073330 -2.074958 3.392271 0.0 0.0 0.0
C -2.883899 -2.233525 2.703501 0.0 0.0 0.0
C -0.000543 -4.188574 2.216149 0.1 0.1 0.0
C -1.046190 -5.075046 2.459489 0.0 0.0 0.0
C -0.888231 -6.438244 2.250842 0.0 0.0 0.0
C 0.317374 -6.947015 1.792529 0.0 0.0 0.0
C 1.368734 -6.075795 1.541058 0.0 0.0 0.0
C 1.206405 -4.715440 1.747896 0.0 0.0 0.0
P 1.549171 0.507418 2.308004 -0.1 -0.1 0.0
C 3.230005 0.082117 1.696311 0.0 0.0 -0.1
C 3.572917 0.652704 0.467853 0.0 0.0 0.0
C 4.814131 0.424875 -0.104272 0.0 0.0 0.0
C 5.728168 -0.408853 0.527734 0.0 0.0 0.0
C 5.391926 -1.002930 1.734734 0.0 0.0 0.0
C 4.154672 -0.753235 2.317125 0.0 0.0 0.0
C 1.932486 2.056577 3.226227 0.0 0.0 -0.1
C 3.204275 2.594194 3.403288 0.0 0.0 0.0
C 3.384202 3.759509 4.139322 0.0 0.0 0.0
C 2.294686 4.400335 4.710222 0.0 0.0 0.0
C 1.020434 3.876215 4.528591 0.0 0.0 0.0
C 0.837952 2.720381 3.785180 -0.1 0.0 -0.1
H 2.274041 -0.386660 4.478838 0.0 0.0 0.1
H 0.532638 -0.138763 4.345855 0.0 0.0 0.0
H 0.992760 -2.580934 4.501848 0.1 0.0 0.0
H 2.088478 -2.483182 3.135137 0.0 0.0 0.0
H -0.725705 -1.908487 5.291461 0.0 0.0 0.0
H -2.823198 -1.603554 6.499181 0.0 0.0 0.0
H -4.985947 -1.699886 5.299875 0.0 0.0 0.0
H -5.007770 -2.074736 2.846240 0.0 0.0 0.0
H -2.900462 -2.345169 1.627534 0.0 0.0 0.0
H -2.000223 -4.697752 2.804022 0.0 0.0 0.0
H -1.719664 -7.105527 2.444536 0.0 0.0 0.0
H 0.434459 -8.010039 1.620075 0.0 0.0 0.0
H 2.312900 -6.453490 1.167114 0.0 0.0 0.0
H 2.033928 -4.050308 1.523561 0.0 0.0 0.0
H 2.842256 1.277890 -0.036976 0.0 0.0 0.0
H 5.062146 0.883548 -1.053463 0.0 0.0 0.0
H 6.694211 -0.600254 0.076738 0.0 0.0 0.0
H 6.096351 -1.660433 2.230744 0.0 0.0 0.0
H 3.920438 -1.213838 3.268566 0.0 0.0 0.0
H 4.066939 2.108467 2.963091 0.0 0.0 0.0
H 4.381388 4.165965 4.263329 0.0 0.0 0.0
H 2.434817 5.309184 5.283362 0.0 0.0 0.0
H 0.158122 4.383248 4.943822 0.0 0.0 0.0
H -0.166600 2.352328 3.589150 0.0 0.0 0.0
C 0.938244 -1.975409 -3.426620 0.0 -0.1 0.0
N 1.435053 -2.738045 -2.294292 0.1 -0.1 0.0
C 2.863768 -2.588402 -2.148589 0.0 0.0 0.0
C 0.736614 -2.353088 -1.072269 0.0 0.0 0.0
C -0.691666 -2.842412 -1.049867 -0.1 0.0 0.1
C -0.905658 -4.208190 -1.238856 0.0 0.0 0.0
C -2.187348 -4.728868 -1.244888 0.0 0.0 0.0
C -3.271427 -3.878214 -1.069184 0.0 0.0 0.0
C -3.058771 -2.521699 -0.876239 0.0 0.0 0.1
C -1.770394 -1.976097 -0.845414 0.1 0.0 -0.1
H 1.403839 -2.334166 -4.347808 0.0 0.0 0.0
H 1.159678 -0.897343 -3.322069 0.0 0.0 0.0
H -0.142159 -2.084000 -3.515087 0.1 0.0 0.0
H 3.362482 -2.900792 -3.069866 0.0 0.0 0.0
H 3.227493 -3.215955 -1.330782 0.0 0.0 0.0
H 3.164659 -1.549723 -1.936206 0.0 0.1 0.0
H 0.752718 -1.257784 -0.930497 0.1 0.0 0.0
H 1.288733 -2.778239 -0.228043 0.0 0.0 0.0
H -0.051910 -4.858956 -1.394934 0.0 0.0 0.0
H -2.341545 -5.792656 -1.390482 0.0 0.0 0.0
H -4.281582 -4.273427 -1.096842 0.0 0.0 0.0
H -3.908939 -1.860151 -0.742528 0.0 0.0 0.0
O -2.950055 2.847537 0.033431 -0.1 0.0 0.1
S -3.550616 1.755032 0.812963 -0.2 0.1 0.0
O -3.762972 0.562135 -0.111056 0.4 0.2 -0.1
O -4.789055 2.117450 1.474964 0.0 -0.1 0.0
S -2.156214 1.043585 2.107381 0.1 0.0 0.1
C 1.968739 4.368008 0.094536 0.0 0.0 0.0
C 0.490971 4.064872 -0.116472 0.0 0.1 0.0
C -0.339901 4.868925 0.877452 0.0 0.0 0.0
O 0.284144 2.682136 0.200096 0.0 -0.1 0.1
B -0.415934 2.069364 -0.817123 0.1 0.0 -0.1
O -0.422837 2.857961 -1.952835 -0.1 0.1 0.1
C 0.002119 4.193263 -1.608079 -0.1 -0.1 -0.1
C -1.216988 5.095977 -1.778435 0.1 0.0 0.0
C 1.093284 4.586888 -2.596667 0.0 0.0 0.1
H 2.211432 4.215782 1.146917 0.0 0.0 0.0
H 2.201421 5.402312 -0.168080 0.0 0.0 0.0
H 2.600963 3.707781 -0.499948 0.0 0.0 0.0
H -0.001486 4.619786 1.882917 0.0 0.0 0.0
H -1.391561 4.597852 0.803158 0.0 0.0 0.0
H -0.216588 5.943632 0.722369 0.0 0.0 0.0
H -2.069520 4.671030 -1.250399 0.0 0.0 0.0
H -1.462941 5.156515 -2.835367 -0.1 0.0 -0.2
H -1.022411 6.106064 -1.410991 0.0 0.0 0.0
H 1.929621 3.888268 -2.562618 0.0 0.0 0.0
H 1.464572 5.595256 -2.398607 0.0 0.0 0.0
H 0.676411 4.568927 -3.599258 -0.1 0.0 -0.2
O -2.068890 -1.348311 -3.982796 -0.1 -0.1 -0.1
C -2.232253 -0.127609 -3.912703 -0.1 0.1 0.2
O -2.287691 0.604712 -2.883253 0.1 0.0 -0.4
C -2.403296 0.583951 -5.266194 0.0 0.1 0.1
C -2.817243 -0.184029 -6.348161 0.0 -0.1 0.0
C -2.987002 0.371651 -7.607481 0.0 -0.1 0.0
C -2.712273 1.708436 -7.810224 0.0 0.1 0.0
C -2.286277 2.462720 -6.728178 0.0 0.0 0.1
C -2.137272 1.939959 -5.446451 -0.1 -0.1 -0.1
N -1.979449 3.878364 -6.991969 0.1 -0.1 0.0
O -2.077831 4.278549 -8.142497 0.0 0.1 0.0
O -1.630714 4.575861 -6.067181 0.1 0.1 0.2
H -2.989955 -1.237113 -6.166601 0.0 0.0 0.0
H -3.322789 -0.238573 -8.436894 0.0 0.0 0.0
H -2.817380 2.175573 -8.777849 0.0 0.0 0.0
H -1.826385 2.541791 -4.599695 0.0 0.0 -0.1
```
Forces are in eV/Å.

Its strongest force on any atom is 0.009 Eh/bohr. The charge is -2. The calculation puts the orbital gap at 5.84 eV. For the LUMO energy, the calculation gives 3.7 eV. The spin multiplicity is 1.

Atomic partial charges in e from the Löwdin method, atoms 1 to 99: In 0.80; C -0.41; C -0.41; P 1.09; C -0.40; C -0.10; C -0.10; C -0.10; C -0.07; C -0.14; C -0.34; C -0.08; C -0.10; C -0.11; C -0.10; C -0.12; P 1.08; C -0.38; C -0.10; C -0.09; C -0.11; C -0.10; C -0.10; C -0.36; C -0.09; C -0.11; C -0.11; C -0.09; C -0.11; H 0.08; H 0.07; H 0.07; H 0.05; H 0.08; H 0.09; H 0.09; H 0.11; H 0.08; H 0.10; H 0.10; H 0.09; H 0.09; H 0.09; H 0.10; H 0.10; H 0.09; H 0.09; H 0.09; H 0.10; H 0.09; H 0.09; H 0.10; H 0.05; C -0.08; N -0.26; C -0.12; C -0.21; C -0.27; C -0.06; C -0.10; C -0.10; C -0.14; C -0.18; H 0.08; H 0.10; H 0.06; H 0.07; H 0.08; H 0.07; H 0.10; H 0.08; H 0.11; H 0.09; H 0.09; H 0.09; O -0.43; S 0.07; O -0.48; O -0.41; S 0.30; C -0.01; C -0.45; C 0.00; O 0.01; B -0.65; O 0.06; C -0.45; C 0.00; C -0.02; H 0.08; H 0.08; H 0.08; H 0.07; H 0.08; H 0.09; H 0.08; H 0.08; H 0.08; H 0.08

---

Entry 2:
Here is a molecular structure, C48H52BiN9O2PS2 in a non-equilibrium geometry from the OMol25 dataset. Energies are from ωB97M-V/def2-TZVPD.

Structure (XYZ):
```
115
Properties=species:S:1:pos:R:3:forces:R:3
Bi 1.135358 0.906466 0.270910 0.5 0.2 0.9
C -7.481742 -8.111634 5.517010 -0.1 -0.1 -0.2
O -6.702742 -7.377734 6.434710 0.1 0.1 0.3
C -5.785842 -6.510134 5.972310 0.4 0.3 0.1
C -5.112842 -5.756634 6.945710 -0.4 -0.3 -0.1
C -4.185342 -4.812834 6.587310 0.2 0.1 -0.5
C -3.865342 -4.610934 5.232810 -1.3 -1.0 0.0
C -4.519442 -5.391734 4.266710 0.4 0.5 0.2
C -5.466542 -6.320834 4.624110 -0.3 -0.3 0.1
N -2.913642 -3.668434 4.947710 2.2 1.6 -1.4
N -2.639342 -3.457734 3.721810 -2.3 -1.7 1.4
C -1.591842 -2.664934 3.378210 1.6 0.8 0.3
C -0.464742 -2.431734 4.177610 -1.0 -0.3 -0.3
C 0.623058 -1.713434 3.722810 0.3 0.5 -0.6
C 0.622258 -1.127134 2.453510 0.0 -0.1 0.6
O 1.594058 -0.380834 2.010510 0.0 0.3 -0.4
C -0.528242 -1.308334 1.638610 -0.5 -0.7 0.4
N -0.587142 -0.614434 0.481710 0.0 0.0 -0.2
C -1.638542 -0.706334 -0.302190 0.0 0.0 0.0
C -2.686242 -1.578334 -0.020490 -0.1 -0.3 0.4
C -2.677742 -2.286634 1.162410 -0.1 0.2 -0.4
C -1.611342 -2.129034 2.057110 0.5 0.2 0.4
H -8.206942 -8.658934 6.115110 0.0 0.0 -0.1
H -6.873842 -8.824734 4.954310 0.0 0.0 0.0
H -8.002942 -7.445334 4.824510 0.0 0.0 0.0
H -5.363942 -5.936834 7.978510 0.0 0.0 0.1
H -3.682342 -4.221134 7.335810 0.1 0.1 0.1
H -4.264742 -5.242034 3.228910 0.0 -0.1 -0.1
H -5.954142 -6.902234 3.858510 -0.1 -0.1 -0.1
H -0.462042 -2.843134 5.175210 0.0 -0.1 0.1
H 1.481358 -1.552134 4.355910 0.1 0.0 0.0
H -1.660442 -0.057234 -1.159790 0.0 0.1 -0.1
H -3.503842 -1.661834 -0.714590 -0.2 0.0 -0.1
H -3.495542 -2.931734 1.443710 -0.1 -0.1 0.0
C -0.094542 -0.212534 -5.332290 0.0 -0.1 -0.1
N -0.558642 0.258066 -4.043690 0.2 0.1 0.2
C -1.260042 1.517266 -4.100690 -0.2 0.1 0.0
C 0.030058 -0.152734 -2.869790 -0.3 0.2 -0.2
N 0.434058 0.731566 -1.975090 -0.1 -0.3 0.2
C 0.981958 1.955866 -2.433590 0.4 -0.1 -0.8
C 1.955258 1.863766 -3.408190 -0.3 0.1 0.2
C 2.684358 2.974366 -3.834490 0.0 0.3 -0.1
C 2.441658 4.188166 -3.261590 0.1 -0.2 -0.1
C 1.453258 4.337666 -2.267290 0.1 0.0 0.0
C 1.254958 5.615566 -1.706390 -0.1 0.1 0.1
C 0.315958 5.808366 -0.735890 0.2 0.2 -0.2
C -0.461242 4.734666 -0.309390 0.1 -0.4 -0.1
C -0.323042 3.462666 -0.841490 -0.2 0.9 0.3
N -1.066442 2.430766 -0.292990 0.0 -0.6 0.0
C -2.292542 2.588666 0.113410 -0.3 0.0 -0.2
N -3.218942 3.425266 -0.444990 0.1 -0.1 0.1
C -3.086042 4.006666 -1.757590 0.0 0.0 -0.2
C -4.196542 4.104366 0.381110 -0.2 0.1 0.1
N -2.750842 1.790566 1.123910 -0.1 0.2 0.0
C -1.986942 1.606366 2.334510 0.1 0.0 0.2
C -4.098342 1.274366 1.164110 -0.2 -0.1 0.0
C 0.683458 3.216666 -1.830490 0.0 0.1 -0.1
N 0.013658 -1.482134 -2.656490 0.0 0.1 -0.2
C 0.893758 -2.192834 -1.760090 0.2 -0.1 0.2
C -0.886142 -2.355734 -3.377290 -0.3 -0.2 -0.2
H 0.546858 0.547266 -5.790490 0.0 0.0 0.0
H -0.945742 -0.379434 -5.993190 0.0 -0.1 0.0
H 0.470158 -1.133234 -5.233190 0.0 0.0 0.0
H -2.196742 1.367266 -4.642290 0.0 0.0 0.0
H -0.684442 2.298766 -4.603890 0.0 0.0 0.0
H -1.489942 1.836666 -3.089290 0.0 0.0 0.0
H 2.193958 0.888866 -3.806390 0.0 -0.1 0.0
H 3.443158 2.859866 -4.594190 0.1 0.0 0.0
H 3.014558 5.058866 -3.540690 0.1 0.1 -0.1
H 1.866858 6.431166 -2.061290 0.0 0.1 0.0
H 0.173158 6.780766 -0.291590 0.0 0.1 0.0
H -1.178242 4.885366 0.485010 -0.1 0.0 0.1
H -2.418342 3.414666 -2.375290 0.0 0.0 0.0
H -2.694842 5.028366 -1.704090 0.0 -0.1 -0.1
H -4.072742 4.030366 -2.225990 0.0 0.0 0.0
H -4.023042 3.898266 1.433110 0.0 0.0 0.0
H -5.216742 3.815466 0.118010 0.0 0.0 0.0
H -4.097842 5.181166 0.226310 0.0 0.0 0.0
H -0.971342 1.963066 2.186410 0.0 0.0 0.1
H -1.958942 0.555666 2.626010 0.0 0.0 0.0
H -2.440742 2.171966 3.156810 0.1 0.0 0.0
H -4.561142 1.389266 0.188310 -0.1 0.0 0.0
H -4.724642 1.763566 1.916210 0.0 0.0 0.0
H -4.051642 0.209966 1.406310 -0.1 0.1 0.0
H 1.691558 -1.541534 -1.429290 0.0 -0.2 0.0
H 1.337158 -3.034634 -2.294890 0.0 0.0 0.0
H 0.361558 -2.583334 -0.890590 -0.1 0.0 0.0
H -1.672742 -1.784734 -3.861790 0.0 0.0 0.0
H -1.336342 -3.056234 -2.672190 0.0 0.0 0.1
H -0.354142 -2.944634 -4.127890 0.0 0.0 0.0
S 4.964658 -0.259234 1.972510 0.1 0.1 -0.4
P 4.966458 0.281866 0.111110 -0.1 0.1 0.0
S 3.172358 0.035266 -0.980490 0.7 0.0 0.0
C 5.482358 2.013566 -0.180090 -0.2 -0.5 0.2
C 4.627558 3.049166 -0.520390 0.0 -0.2 0.0
C 5.142858 4.320166 -0.709790 0.0 0.1 0.0
C 6.498158 4.555066 -0.550790 0.0 0.1 0.0
C 7.348558 3.519266 -0.195290 0.1 0.0 0.0
C 6.840958 2.249866 -0.005690 0.0 0.0 0.0
C 6.026158 -0.625034 -1.072690 -0.2 0.2 0.4
C 6.737158 -1.755934 -0.704090 -0.1 0.1 0.1
C 7.477158 -2.433734 -1.659590 0.1 -0.1 -0.1
C 7.491158 -1.991934 -2.971890 0.0 0.0 0.0
C 6.797258 -0.845934 -3.331990 0.0 0.0 -0.1
C 6.068558 -0.158934 -2.382790 0.0 0.0 0.0
H 3.567858 2.864366 -0.651190 0.0 0.0 -0.1
H 4.479458 5.127066 -0.982190 -0.1 0.1 0.0
H 6.894558 5.548966 -0.691790 0.0 0.1 0.0
H 8.404658 3.698866 -0.066790 0.1 0.0 0.0
H 7.484858 1.429266 0.282410 0.1 0.0 0.0
H 6.707058 -2.098634 0.320710 0.0 0.0 0.1
H 8.041358 -3.310534 -1.378990 0.0 -0.1 0.0
H 8.040958 -2.541034 -3.720990 0.1 0.0 0.0
H 6.823858 -0.487834 -4.350990 0.0 0.0 -0.1
H 5.516558 0.732066 -2.646590 0.0 0.1 -0.1
```
Forces are in eV/Å.

Its strongest force on any atom is 0.062 Eh/bohr. The charge is +1. The calculation puts the orbital gap at 6.23 eV. For the LUMO energy, the calculation gives -3.0 eV. The spin multiplicity is 1.

Atomic partial charges in e from the Löwdin method, atoms 1 to 99: Bi 1.72; C -0.07; O -0.07; C -0.27; C 0.00; C -0.01; C -0.28; C -0.01; C -0.02; N 0.09; N 0.05; C -0.23; C 0.01; C 0.02; C -0.37; O -0.32; C -0.19; N -0.04; C -0.15; C -0.04; C 0.03; C -0.09; H 0.10; H 0.10; H 0.10; H 0.12; H 0.11; H 0.10; H 0.10; H 0.11; H 0.13; H 0.10; H 0.11; H 0.12; C -0.04; N -0.16; C -0.04; C -0.39; N -0.07; C -0.35; C -0.07; C -0.05; C -0.03; C -0.16; C -0.04; C -0.06; C -0.03; C -0.30; N 0.03; C -0.38; N -0.14; C -0.03; C -0.05; N -0.15; C -0.03; C -0.05; C -0.10; N -0.12; C -0.06; C -0.04; H 0.10; H 0.10; H 0.09; H 0.10; H 0.11; H 0.06; H 0.11; H 0.11; H 0.12; H 0.12; H 0.11; H 0.12; H 0.07; H 0.10; H 0.10; H 0.09; H 0.10; H 0.10; H 0.07; H 0.08; H 0.10; H 0.10; H 0.09; H 0.08; H -0.05; H 0.11; H 0.09; H 0.10; H 0.10; H 0.10; S 0.24; P 0.13; S 0.34; C -0.39; C -0.10; C -0.08; C -0.07; C -0.07; C -0.09

---

no.,HOMO level (eV)
1,-2.16
2,-9.18